{
  "formula": "C5H13NO",
  "method": "ωB97M-V/def2-TZVPD",
  "symbols": ["C", "C", "C", "C", "N", "C", "O", "H", "H", "H", "H", "H", "H", "H", "H", "H", "H", "H", "H", "H"],
  "coordinates": [[1.440, -0.727, 0.999], [0.973, -0.129, -0.349], [1.432, 1.334, -0.480], [-0.541, -0.251, -0.553], [-0.936, -1.678, -0.563], [-1.413, 0.488, 0.475], [-2.781, 0.393, 0.073], [1.148, -1.811, 1.088], [2.524, -0.683, 1.092], [1.063, -0.113, 1.818], [1.495, -0.708, -1.168], [1.101, 1.743, -1.420], [1.054, 1.981, 0.352], [2.553, 1.400, -0.445], [-0.799, 0.088, -1.542], [-0.583, -2.080, -1.425], [-1.959, -1.725, -0.611], [-1.181, 1.545, 0.520], [-1.276, 0.027, 1.480], [-3.315, 0.904, 0.658]],
  "nbo_charge": [-0.6191, -0.2127, -0.6097, -0.0705, -0.8441, -0.0730, -0.7356, 0.2335, 0.2056, 0.1969, 0.1984, 0.2090, 0.1996, 0.2117, 0.1771, 0.3504, 0.3715, 0.1695, 0.1702, 0.4711],
  "multiplicity": 1,
  "total_energy_ev": -8933.1956,
  "e_homo_ha": -0.3363,
  "homo_lumo_gap_ev": 10.07,
  "smiles": "CC(C)[C@@H](N)CO",
  "relative_energy_kj_mol": 78.66
}

***

{
  "formula": "C39H24Cl2F15GeNORuSSb2",
  "method": "ωB97M-V/def2-TZVPD",
  "symbols": ["Ru", "C", "Sb", "C", "C", "C", "C", "C", "C", "C", "C", "C", "Sb", "C", "C", "H", "H", "H", "H", "H", "H", "H", "H", "H", "H", "H", "H", "H", "H", "H", "H", "H", "H", "H", "H", "Cl", "C", "C", "C", "Cl", "C", "C", "C", "C", "N", "C", "C", "O", "H", "H", "H", "H", "F", "C", "C", "C", "F", "C", "F", "C", "F", "C", "F", "Ge", "S", "C", "C", "F", "C", "F", "C", "F", "C", "F", "C", "F", "C", "C", "F", "C", "F", "C", "F", "C", "F", "C", "F"],
  "coordinates": [[-0.133, -0.847, -0.466], [0.348, -1.700, 3.281], [-1.087, -1.856, 1.734], [-2.939, -1.155, 2.458], [-1.409, -3.979, 1.829], [-2.677, -4.420, 1.170], [-3.841, -4.479, 1.935], [-5.055, -4.840, 1.378], [-5.122, -5.161, 0.028], [-3.969, -5.133, -0.740], [-2.742, -4.772, -0.190], [-1.528, -4.809, -1.067], [-1.038, -2.903, -1.890], [0.377, -3.468, -3.370], [-2.755, -2.514, -3.060], [-0.114, -2.010, 4.217], [0.738, -0.691, 3.376], [1.162, -2.377, 3.023], [-2.939, -1.232, 3.543], [-3.712, -1.796, 2.035], [-3.098, -0.125, 2.157], [-1.453, -4.160, 2.903], [-0.513, -4.470, 1.451], [-3.789, -4.251, 2.993], [-5.940, -4.887, 1.996], [-6.061, -5.455, -0.419], [-4.014, -5.425, -1.780], [-1.703, -5.429, -1.945], [-0.640, -5.191, -0.563], [0.019, -4.378, -3.848], [1.348, -3.662, -2.917], [0.473, -2.685, -4.121], [-2.915, -3.370, -3.712], [-2.610, -1.620, -3.661], [-3.616, -2.381, -2.408], [4.493, -3.070, 0.230], [4.016, -2.119, -1.087], [4.888, -1.847, -2.129], [4.495, -1.056, -3.197], [5.602, -0.731, -4.438], [3.170, -0.493, -3.270], [2.719, 0.334, -4.311], [1.433, 0.823, -4.260], [0.607, 0.482, -3.187], [1.014, -0.303, -2.200], [2.280, -0.778, -2.230], [2.671, -1.611, -1.094], [1.842, -1.870, -0.184], [5.892, -2.243, -2.104], [3.375, 0.580, -5.133], [1.050, 1.465, -5.038], [-0.406, 0.862, -3.113], [2.515, 1.182, 0.145], [2.550, 2.304, -0.618], [1.510, 3.208, -0.528], [1.635, 4.371, -1.270], [0.681, 5.298, -1.230], [2.734, 4.619, -2.086], [2.810, 5.731, -2.795], [3.755, 3.680, -2.156], [4.806, 3.887, -2.933], [3.665, 2.513, -1.407], [4.652, 1.614, -1.444], [0.087, 2.869, 0.756], [-1.103, 1.132, -0.067], [-1.123, 4.368, 0.944], [-2.370, 4.489, 0.353], [-2.835, 3.529, -0.456], [-3.176, 5.601, 0.550], [-4.363, 5.681, -0.031], [-2.723, 6.638, 1.357], [-3.476, 7.704, 1.550], [-1.469, 6.554, 1.952], [-1.022, 7.543, 2.708], [-0.698, 5.427, 1.729], [0.527, 5.373, 2.275], [0.877, 2.443, 2.478], [0.140, 1.790, 3.448], [-1.110, 1.373, 3.156], [0.617, 1.540, 4.723], [-0.126, 0.884, 5.607], [1.894, 1.976, 5.060], [2.377, 1.746, 6.265], [2.660, 2.653, 4.116], [3.872, 3.074, 4.428], [2.139, 2.876, 2.848], [2.900, 3.538, 1.973]],
  "mulliken_spin": [2.1594, -0.0102, 0.0362, 0.0072, -0.0035, 0.0070, -0.0021, 0.0021, -0.0005, -0.0017, -0.0064, 0.0311, 0.0226, 0.0094, 0.0064, -0.0006, -0.0031, 0.0015, 0.0001, 0.0002, -0.0036, -0.0008, 0.0012, -0.0001, 0.0001, 0.0000, 0.0001, 0.0030, 0.0002, -0.0001, -0.0007, 0.0003, 0.0005, 0.0035, 0.0018, 0.0557, 0.1430, -0.0679, 0.2212, 0.0788, 0.0017, 0.0407, 0.0015, -0.0016, 0.0887, 0.1234, 0.1215, 0.3304, 0.0056, 0.0051, -0.0004, -0.0035, 0.0282, -0.0443, 0.0482, -0.0103, -0.0001, -0.0011, -0.0001, 0.0077, 0.0004, 0.0091, -0.0011, 0.1341, 0.4041, 0.0224, -0.0048, 0.0060, 0.0014, 0.0001, 0.0003, 0.0000, -0.0010, 0.0001, 0.0039, -0.0001, 0.0042, -0.0136, 0.0018, -0.0003, 0.0002, 0.0002, 0.0000, 0.0008, 0.0003, 0.0000, -0.0008],
  "s2": 6.0543,
  "multiplicity": 5,
  "total_energy_ev": -193168.6247,
  "e_homo_ha": [-0.4911, -0.4957],
  "charge": 2,
  "homo_lumo_gap_ev": [6.86, 5.01],
  "relative_energy_kj_mol": 0.00
}

***

{
  "formula": "C11H12N2O7S2Tc",
  "method": "ωB97M-V/def2-TZVPD",
  "symbols": ["Tc", "O", "C", "O", "C", "O", "C", "C", "O", "O", "H", "H", "H", "H", "H", "S", "C", "C", "C", "C", "C", "C", "S", "H", "H", "H", "H", "N", "N", "C", "O", "O", "H", "H", "H"],
  "coordinates": [[0.228, 0.020, -0.554], [-1.022, -3.781, -2.408], [-1.131, -2.628, -1.777], [-0.153, -2.035, -1.361], [-2.554, -2.154, -1.652], [-2.654, -1.248, -0.594], [-3.276, -0.017, -0.945], [-2.464, 0.759, -1.976], [-3.020, 1.373, -2.855], [-1.161, 0.693, -1.838], [-0.081, -4.016, -2.473], [-3.197, -3.023, -1.496], [-2.825, -1.710, -2.619], [-3.335, 0.561, -0.023], [-4.279, -0.175, -1.343], [-0.832, -0.133, 1.483], [0.208, 0.912, 2.439], [0.243, 0.787, 3.827], [1.016, 1.645, 4.587], [1.771, 2.636, 3.969], [1.750, 2.765, 2.592], [0.964, 1.910, 1.821], [0.857, 2.139, 0.082], [-0.339, 0.006, 4.300], [1.037, 1.540, 5.664], [2.381, 3.305, 4.562], [2.340, 3.527, 2.100], [1.618, 0.199, -2.300], [2.631, -0.761, -2.074], [2.874, -1.118, -0.715], [3.908, -1.677, -0.455], [1.907, -0.830, 0.116], [1.118, -0.002, -3.161], [1.985, 1.148, -2.340], [3.489, -0.615, -2.586]],
  "mulliken_spin": [2.5982, 0.0027, 0.0075, 0.0021, -0.0012, 0.0101, 0.0089, 0.0053, 0.0180, 0.0336, -0.0001, -0.0002, 0.0008, -0.0047, -0.0017, 0.1309, 0.0265, 0.0161, 0.0050, 0.0162, 0.0066, 0.0287, 0.0529, -0.0025, 0.0010, 0.0015, 0.0007, -0.0073, -0.0023, -0.0044, 0.0153, 0.0307, 0.0039, 0.0021, -0.0007],
  "s2": 3.7773,
  "multiplicity": 4,
  "total_energy_ev": -52785.2691,
  "e_homo_ha": [-0.2850, -0.3074],
  "homo_lumo_gap_ev": [7.74, 6.72],
  "relative_energy_kj_mol": 0.00
}

***

{
  "formula": "C42H70F9O8PS2",
  "method": "ωB97M-V/def2-TZVPD",
  "symbols": ["C", "C", "C", "C", "C", "C", "C", "P", "S", "C", "C", "C", "C", "C", "C", "O", "C", "C", "C", "C", "C", "C", "O", "C", "C", "C", "C", "C", "C", "C", "C", "C", "F", "F", "C", "F", "F", "S", "F", "F", "F", "F", "F", "C", "C", "C", "O", "H", "H", "H", "H", "H", "H", "H", "H", "H", "H", "H", "H", "H", "H", "H", "H", "H", "H", "H", "H", "H", "H", "H", "H", "H", "H", "H", "H", "H", "H", "H", "H", "H", "H", "H", "H", "H", "H", "H", "H", "C", "C", "O", "H", "H", "H", "H", "H", "H", "C", "C", "O", "H", "H", "H", "H", "H", "H", "C", "C", "O", "H", "H", "H", "H", "H", "H", "C", "C", "O", "H", "H", "H", "H", "H", "H", "C", "C", "O", "H", "H", "H", "H", "H", "H"],
  "coordinates": [[2.000, -7.168, -2.394], [0.720, -7.101, -3.419], [-0.554, -6.196, -2.836], [-0.476, -4.663, -3.411], [1.074, -4.139, -3.718], [-1.285, -3.544, -2.528], [-2.702, -2.845, -3.062], [-3.546, -3.336, -4.748], [-4.571, -4.975, -4.349], [-3.526, -1.684, -2.198], [-4.936, -0.981, -2.740], [-5.969, -0.623, -1.477], [-7.404, -0.097, -2.099], [-7.833, 1.403, -1.508], [-9.432, 1.370, -1.089], [-9.707, 1.982, 0.222], [-9.121, 1.064, 1.249], [-10.078, 0.906, 2.583], [-2.985, -1.137, -0.713], [-1.584, -1.833, -0.180], [-0.761, -3.014, -1.031], [0.586, -3.604, -0.287], [1.047, -4.855, -0.368], [1.410, -2.552, 0.682], [3.044, -2.794, 0.794], [3.886, -1.727, 1.710], [3.183, -0.438, 2.511], [4.119, 0.627, 3.376], [4.823, 1.789, 2.400], [5.715, 1.161, 1.178], [6.654, 2.211, 0.362], [5.936, 3.379, -0.493], [5.227, 4.274, 0.501], [7.040, 4.268, -1.020], [4.828, 2.980, -1.601], [3.795, 1.993, -1.172], [4.033, 4.248, -1.843], [5.426, 2.452, -3.282], [4.818, 0.854, -2.914], [6.951, 1.914, -2.753], [5.972, 4.011, -3.736], [3.823, 2.790, -3.897], [5.847, 1.912, -4.858], [1.526, -0.307, 2.378], [0.631, -1.346, 1.475], [-1.016, -1.281, 1.289], [-1.843, -0.822, 2.253], [1.683, -7.575, -1.318], [2.512, -6.122, -2.192], [2.862, -7.850, -2.860], [1.005, -6.813, -4.528], [0.293, -8.213, -3.486], [-0.696, -6.288, -1.678], [-1.521, -6.696, -3.325], [-1.004, -4.684, -4.482], [1.589, -4.713, -4.602], [1.769, -4.157, -2.777], [0.973, -2.996, -4.045], [-2.544, -3.699, -5.720], [-4.369, -2.259, -5.260], [-4.624, 0.035, -3.277], [-5.552, -1.696, -3.451], [-6.062, -1.610, -0.835], [-5.497, 0.265, -0.870], [-8.211, -0.918, -1.834], [-7.287, 0.025, -3.279], [-7.742, 2.182, -2.403], [-7.131, 1.724, -0.598], [-10.035, 1.986, -1.905], [-9.884, 0.280, -1.103], [-8.088, 1.557, 1.580], [-8.844, 0.013, 0.807], [-10.553, 1.965, 2.786], [-10.880, 0.072, 2.325], [-9.401, 0.586, 3.490], [-3.534, -0.306, -0.085], [3.576, -3.675, 0.215], [5.050, -1.847, 1.792], [4.934, -0.034, 3.912], [3.413, 1.159, 4.156], [4.012, 2.584, 2.049], [5.569, 2.377, 3.106], [5.040, 0.482, 0.464], [6.458, 0.380, 1.692], [7.426, 1.552, -0.269], [7.341, 2.749, 1.178], [0.951, 0.567, 2.938], [2.917, 7.050, 3.344], [3.837, 5.868, 3.566], [3.223, 4.680, 3.088], [1.963, 6.898, 3.860], [3.373, 7.974, 3.712], [2.688, 7.169, 2.280], [4.045, 5.739, 4.633], [4.788, 6.007, 3.043], [3.050, 4.801, 2.138], [11.043, -0.364, 0.423], [9.585, -0.247, 0.816], [9.309, 1.070, 1.269], [11.691, -0.126, 1.272], [11.273, -1.375, 0.075], [11.288, 0.346, -0.373], [9.350, -0.943, 1.627], [8.931, -0.471, -0.032], [9.513, 1.680, 0.539], [-2.942, 2.586, 4.502], [-1.461, 2.660, 4.192], [-0.826, 1.445, 4.564], [-3.103, 2.400, 5.569], [-3.445, 3.516, 4.225], [-3.410, 1.757, 3.960], [-0.993, 3.475, 4.751], [-1.292, 2.832, 3.125], [-1.243, 0.729, 4.055], [-8.052, -2.512, -5.656], [-7.989, -3.618, -6.689], [-6.635, -3.915, -7.000], [-7.555, -1.610, -6.027], [-9.089, -2.268, -5.409], [-7.531, -2.808, -4.739], [-8.491, -3.310, -7.611], [-8.472, -4.528, -6.320], [-6.200, -4.195, -6.176], [1.911, 4.952, 6.783], [2.656, 3.644, 6.946], [1.778, 2.644, 7.443], [1.490, 5.277, 7.741], [2.575, 5.735, 6.405], [1.071, 4.836, 6.090], [3.480, 3.758, 7.656], [3.068, 3.305, 5.990], [1.054, 2.544, 6.801]],
  "mulliken_charge": [-0.6990, -0.5398, -0.2996, 0.3232, -1.0872, 0.3048, -0.5572, 0.1546, -0.4233, 0.6050, 0.1952, -0.4410, -0.3167, -0.3597, -0.5338, -0.4034, -0.1285, -0.9237, -0.9821, 0.0715, 0.5788, 0.2123, -0.4856, 0.1365, -0.7037, -0.4930, 0.4067, -0.4976, -0.0529, -0.2083, -0.7406, 0.8177, -0.2779, -0.3093, 0.6841, -0.2155, -0.2922, 1.0836, -0.3195, -0.2722, -0.2769, -0.3157, -0.2849, -0.7391, 0.6300, 0.2948, -0.5772, 0.2189, 0.0647, 0.3164, 0.2587, 0.3469, 0.2669, 0.2641, 0.0280, 0.3235, 0.0632, 0.3502, 0.1369, 0.1910, 0.2579, -0.2762, 0.2869, 0.0554, 0.2313, 0.1478, 0.3341, 0.2270, 0.2763, 0.3379, 0.2014, 0.1934, 0.2526, 0.2443, 0.2903, 0.1265, 0.3053, 0.1944, 0.3676, 0.1374, -0.1039, 0.2913, 0.1762, 0.1940, 0.1127, 0.3743, 0.1931, -1.1162, -0.2542, -0.2756, 0.2552, 0.3715, 0.3905, 0.2379, 0.2182, 0.2049, -1.2217, -0.0851, -0.4901, 0.2920, 0.3671, 0.3387, 0.3033, 0.2247, 0.3341, -1.1572, 0.0796, -0.4437, 0.2681, 0.3664, 0.3103, 0.1481, 0.2244, 0.2059, -0.8571, -0.3315, -0.5079, 0.2613, 0.3805, 0.2104, 0.3083, 0.2655, 0.1489, -0.7244, 0.1213, -0.5334, 0.3223, 0.2393, 0.0700, 0.3395, -0.1214, 0.3108],
  "multiplicity": 1,
  "total_energy_ev": -116454.5832,
  "e_homo_ha": -0.3181,
  "homo_lumo_gap_ev": 6.05,
  "smiles": "CCC[C@H](C)c1c([PH2]=S)c(CCCCCOCC)cc2c1C(=O)c1ccc(CCCCC(F)(F)C(F)(F)S(F)(F)(F)(F)F)cc1C2=O.CCO.CCO.CCO.CCO.CCO"
}

***

{
  "formula": "CHNS4",
  "method": "ωB97M-V/def2-TZVPD",
  "symbols": ["S", "C", "S", "N", "S", "S", "H"],
  "coordinates": [[0.861, -1.824, -0.289], [0.099, -0.364, -0.256], [-0.371, 0.476, -1.672], [-0.428, 0.051, 1.006], [-0.799, 1.734, 1.389], [0.694, 0.653, 2.223], [-0.057, -0.727, -2.402]],
  "nbo_charge": [-0.0265, -0.1750, 0.1137, -0.6511, 0.2456, 0.3002, 0.1931],
  "multiplicity": 1,
  "total_energy_ev": -45881.6505,
  "e_homo_ha": -0.3298,
  "homo_lumo_gap_ev": 8.12,
  "smiles": "S=C(S)n1ss1",
  "relative_energy_kj_mol": 180.83
}